(1)
This record from the Open Molecules 2025 dataset describes a single C4H8O molecule. The level of theory is wB97M-V/def2-TZVPD.

energy relative to the best compared isomer or geometry (same formula, charge and spin)	1.760	eV
HOMO	-9.3769	eV
SMILES string	CC(C)C=O
gap between HOMO and LUMO	10.367	eV

Positions of all 13 atoms, in Å:
C -1.25 0.68 0.47
C 0.00 -0.02 -0.53
C 0.60 -1.46 -0.49
C 0.84 0.89 0.26
O 1.39 0.56 1.28
H -1.69 -0.08 1.10
H -0.95 1.46 1.21
H -1.99 1.21 -0.15
H -0.13 0.28 -1.58
H 1.68 -1.41 -0.73
H 0.20 -2.17 -1.23
H 0.55 -1.89 0.50
H 0.75 1.93 -0.11

These are the natural (NBO) partial charges, in e, on atoms 1 to 8:
1 C -0.61
2 C -0.28
3 C -0.62
4 C 0.41
5 O -0.59
6 H 0.23
7 H 0.24
8 H 0.22

(2)
This record from the Open Molecules 2025 dataset describes a 5-piece molecular cluster, C29H35BF4N2OSi overall. The level of theory is wB97M-V/def2-TZVPD.

HOMO	-8.2369	eV
SMILES string	C=CC[Si@@H](NCC)B(N)O.Fc1ccccc1.Fc1ccccc1.Fc1ccccc1.Fc1ccccc1
gap between HOMO and LUMO	9.040	eV

Positions of all 73 atoms, in Å:
C 0.58 0.51 -0.35
C 0.61 1.55 -1.20
C -0.50 1.77 -2.19
Si -1.72 3.02 -1.40
N -3.33 2.31 -1.37
C -3.85 1.88 -0.07
C -5.15 1.10 -0.22
B -0.93 3.57 0.37
N -0.07 4.74 0.39
O -1.09 2.93 1.58
H 0.09 -0.40 -0.64
H 1.07 0.56 0.61
H 1.43 2.26 -1.24
H -1.02 0.84 -2.40
H -0.12 2.18 -3.12
H -1.79 4.19 -2.32
H -4.01 2.85 -1.88
H -3.13 1.20 0.38
H -4.03 2.73 0.59
H -4.99 0.20 -0.81
H -5.92 1.69 -0.70
H -5.50 0.80 0.77
H -0.22 5.35 -0.40
H 0.92 4.51 0.44
H -1.18 1.99 1.41
F -1.23 -0.03 1.79
C -2.00 -0.21 2.89
C -3.10 -1.03 2.80
C -3.89 -1.22 3.92
C -3.57 -0.58 5.11
C -2.46 0.24 5.18
C -1.66 0.43 4.06
H -3.34 -1.51 1.86
H -4.76 -1.86 3.87
H -4.19 -0.73 5.99
H -2.21 0.74 6.11
H -0.78 1.07 4.09
F -5.31 -2.26 0.34
C -5.89 -3.34 0.91
C -5.09 -4.36 1.37
C -5.69 -5.46 1.96
C -7.07 -5.53 2.08
C -7.85 -4.49 1.61
C -7.27 -3.38 1.02
H -4.01 -4.29 1.26
H -5.07 -6.27 2.33
H -7.53 -6.39 2.55
H -8.93 -4.53 1.70
H -7.86 -2.55 0.66
F 3.83 2.66 -1.27
C 4.52 1.94 -0.37
C 5.46 1.03 -0.82
C 6.16 0.28 0.11
C 5.92 0.45 1.47
C 4.98 1.37 1.90
C 4.27 2.13 0.97
H 5.62 0.90 -1.88
H 6.90 -0.43 -0.22
H 6.48 -0.13 2.20
H 4.79 1.50 2.95
H 3.53 2.85 1.29
F 8.89 -0.97 -2.43
C 8.28 -0.96 -3.64
C 7.69 -2.11 -4.10
C 7.06 -2.10 -5.34
C 7.04 -0.94 -6.10
C 7.65 0.21 -5.62
C 8.27 0.21 -4.38
H 7.71 -3.01 -3.49
H 6.58 -2.99 -5.71
H 6.55 -0.93 -7.06
H 7.64 1.12 -6.21
H 8.75 1.10 -3.98

These are the Löwdin partial charges, in e, on atoms 1 to 8:
1 C -0.02
2 C -0.27
3 C -0.28
4 Si 0.68
5 N -0.16
6 C -0.34
7 C -0.10
8 B -0.68

> Which of these has the lowest HOMO?

C4H8O

> The highest HOMO belongs to which entry?

C29H35BF4N2OSi